{"formula": "C29H43N7O2RbS2SbSi3", "method": "wB97M-V/def2-TZVPD", "symbols": ["Rb", "N", "C", "C", "C", "C", "C", "C", "S", "O", "O", "N", "C", "N", "C", "C", "C", "N", "H", "H", "H", "H", "H", "H", "H", "H", "H", "N", "C", "C", "C", "C", "C", "C", "N", "C", "C", "C", "S", "C", "N", "H", "H", "H", "H", "H", "H", "H", "C", "Si", "C", "C", "Sb", "Si", "C", "C", "C", "Si", "C", "C", "C", "H", "H", "H", "H", "H", "H", "H", "H", "H", "H", "H", "H", "H", "H", "H", "H", "H", "H", "H", "H", "H", "H", "H", "H", "H", "H", "H"], "xyz": [[0.078, -0.238, 1.005], [7.495, -2.239, 1.707], [6.403, -1.488, 1.287], [5.302, -1.310, 2.121], [4.203, -0.589, 1.680], [4.184, -0.057, 0.401], [5.282, -0.223, -0.437], [6.381, -0.930, 0.003], [2.789, 0.883, -0.125], [2.097, 1.239, 1.116], [3.284, 1.981, -0.917], [1.736, 0.022, -0.933], [1.859, -1.208, -1.474], [0.678, -1.853, -1.686], [0.747, -3.053, -2.244], [1.936, -3.671, -2.588], [3.082, -2.942, -2.313], [3.065, -1.733, -1.780], [7.614, -2.316, 2.704], [8.360, -2.060, 1.225], [5.311, -1.727, 3.122], [3.362, -0.422, 2.339], [5.265, 0.204, -1.429], [7.237, -1.059, -0.649], [-0.203, -3.549, -2.420], [1.966, -4.651, -3.039], [4.065, -3.346, -2.541], [-0.536, -3.097, 5.229], [0.718, -3.604, 4.937], [1.540, -4.517, 5.589], [2.755, -4.789, 4.990], [3.135, -4.178, 3.783], [2.308, -3.278, 3.142], [1.080, -2.988, 3.737], [0.075, -2.122, 3.323], [-0.854, -2.218, 4.230], [-2.125, -1.481, 4.191], [-3.139, -1.567, 5.093], [-4.423, -0.549, 4.626], [-3.520, -0.073, 3.250], [-2.351, -0.621, 3.140], [-1.090, -3.307, 6.040], [1.252, -4.989, 6.519], [3.430, -5.491, 5.461], [4.095, -4.420, 3.347], [2.604, -2.808, 2.213], [-3.203, -2.163, 5.988], [-3.918, 0.636, 2.537], [-5.432, 0.791, -0.695], [-4.370, 2.323, -0.908], [-4.384, 3.305, 0.695], [-5.191, 3.382, -2.209], [-1.983, 1.492, -1.203], [-0.817, 3.752, -1.555], [-0.263, 4.241, 0.161], [0.651, 3.581, -2.679], [-1.959, 5.067, -2.235], [-2.086, 0.565, -3.578], [-3.144, 1.569, -4.746], [-2.805, -1.153, -3.423], [-0.347, 0.450, -4.237], [-6.419, 1.061, -0.307], [-4.977, 0.068, -0.014], [-5.578, 0.288, -1.655], [-5.402, 3.389, 1.087], [-4.006, 4.317, 0.527], [-3.753, 2.851, 1.463], [-6.203, 3.610, -1.857], [-5.275, 2.872, -3.167], [-4.668, 4.323, -2.374], [0.513, 3.556, 0.513], [-1.095, 4.211, 0.869], [0.152, 5.253, 0.164], [1.327, 2.786, -2.356], [1.211, 4.521, -2.667], [0.345, 3.386, -3.708], [-2.714, 5.357, -1.502], [-2.471, 4.737, -3.140], [-1.371, 5.956, -2.482], [-4.203, 1.455, -4.512], [-2.986, 1.222, -5.772], [-2.899, 2.632, -4.707], [-3.818, -1.128, -3.014], [-2.184, -1.756, -2.756], [-2.841, -1.642, -4.400], [0.023, 1.424, -4.560], [-0.316, -0.227, -5.096], [0.329, 0.070, -3.470]], "forces_ev_per_angstrom": [[-1.8, -0.9, 1.1], [0.0, -0.1, 0.0], [0.0, 0.0, 0.0], [0.0, 0.0, 0.0], [0.1, -0.1, -0.1], [0.1, -0.1, 0.1], [-0.1, 0.0, 0.1], [0.0, 0.0, 0.0], [0.1, 0.2, -0.3], [0.8, 0.7, -0.1], [0.0, 0.0, 0.0], [0.6, -0.2, -0.6], [0.1, 0.3, 0.0], [0.1, 0.0, 0.1], [-0.1, 0.0, 0.0], [0.0, 0.0, 0.0], [0.0, 0.0, 0.0], [0.0, 0.0, -0.1], [0.0, 0.0, 0.0], [0.0, 0.0, 0.0], [0.0, 0.0, 0.0], [0.0, 0.0, 0.0], [0.0, 0.0, 0.0], [0.0, 0.0, 0.0], [0.0, 0.0, 0.0], [0.0, 0.0, 0.0], [0.0, 0.0, 0.0], [0.1, 0.0, 0.0], [-0.1, 0.0, 0.1], [0.0, 0.0, 0.0], [0.0, 0.0, 0.0], [0.0, 0.0, 0.0], [0.0, 0.0, 0.0], [0.0, 0.1, -0.1], [0.2, -0.1, 0.0], [-0.2, 0.1, 0.0], [0.2, 0.0, -0.1], [0.0, 0.0, 0.1], [-0.1, 0.0, 0.0], [0.1, 0.0, 0.0], [0.0, 0.0, 0.0], [0.0, 0.0, 0.0], [0.0, 0.0, 0.0], [0.0, 0.0, 0.0], [0.0, 0.0, 0.0], [0.0, 0.0, 0.0], [0.0, 0.0, 0.0], [0.0, 0.0, 0.0], [-0.1, -0.1, 0.0], [0.1, -0.1, 0.1], [0.0, 0.1, 0.1], [0.0, 0.1, -0.1], [-0.2, 0.3, -0.3], [0.0, -0.2, 0.2], [0.1, 0.0, 0.1], [0.1, 0.0, -0.1], [-0.1, 0.1, -0.1], [0.1, 0.0, 0.2], [-0.1, 0.1, -0.1], [-0.1, -0.1, 0.0], [0.1, 0.0, 0.0], [0.0, 0.0, 0.0], [0.0, 0.0, 0.0], [0.0, 0.0, 0.0], [0.0, 0.0, 0.0], [0.0, 0.0, 0.0], [0.0, 0.0, 0.0], [0.0, 0.0, 0.0], [0.0, 0.0, 0.0], [0.0, 0.0, 0.0], [0.0, 0.0, 0.0], [0.0, 0.0, 0.0], [0.0, 0.0, 0.0], [0.0, 0.0, 0.0], [0.0, 0.0, 0.0], [0.0, 0.0, 0.0], [0.0, 0.0, 0.0], [0.0, 0.0, 0.0], [0.0, 0.0, 0.0], [0.0, 0.0, 0.0], [0.0, 0.0, 0.0], [0.0, 0.0, 0.0], [0.0, 0.0, 0.0], [0.0, 0.0, 0.0], [0.0, 0.0, 0.0], [0.0, 0.0, 0.0], [0.0, 0.0, 0.0], [0.0, 0.0, 0.0]], "gap_ev": 7.62, "largest_force_ha_per_bohr": 0.0441, "relative_energy_kcal_mol": 16.2, "e_lumo_ev": -0.01}

{"formula": "C29H44BrClN2O3PS3Ta", "method": "wB97M-V/def2-TZVPD", "symbols": ["Ta", "C", "C", "O", "P", "S", "S", "O", "C", "C", "H", "H", "H", "H", "H", "H", "H", "H", "H", "H", "C", "C", "C", "C", "C", "C", "C", "Br", "C", "O", "C", "C", "C", "C", "C", "C", "H", "H", "H", "H", "H", "H", "H", "H", "H", "H", "H", "H", "H", "H", "H", "H", "H", "H", "H", "H", "S", "C", "N", "C", "C", "C", "N", "H", "H", "H", "H", "H", "H", "H", "H", "Cl", "C", "C", "C", "C", "C", "C", "C", "H", "H", "H", "H", "H", "H"], "xyz": [[0.495, -0.847, -0.931], [-4.069, -4.453, -2.740], [-2.701, -4.836, -2.254], [-2.327, -3.905, -1.188], [-0.827, -3.672, -0.820], [-0.726, -2.409, 0.698], [0.231, -2.925, -2.369], [-0.321, -5.111, -0.478], [1.072, -5.481, -0.250], [1.342, -6.775, -0.966], [-4.386, -5.147, -3.520], [-4.067, -3.444, -3.155], [-4.795, -4.496, -1.928], [-1.955, -4.770, -3.048], [-2.671, -5.835, -1.826], [1.186, -5.570, 0.828], [1.713, -4.676, -0.606], [0.677, -7.563, -0.615], [2.372, -7.087, -0.777], [1.211, -6.656, -2.042], [2.178, 2.844, 6.202], [2.956, 1.783, 5.428], [4.366, 2.319, 5.145], [3.054, 0.522, 6.299], [2.277, 1.429, 4.102], [2.826, 0.426, 3.306], [2.218, 0.127, 2.111], [2.942, -1.266, 1.039], [1.081, 0.784, 1.667], [0.609, 0.392, 0.417], [0.482, 1.760, 2.440], [1.127, 2.062, 3.647], [-0.791, 2.491, 2.002], [-1.222, 3.548, 3.021], [-1.946, 1.494, 1.859], [-0.524, 3.207, 0.669], [2.692, 3.046, 7.144], [1.164, 2.514, 6.443], [2.113, 3.788, 5.654], [4.865, 2.571, 6.085], [4.327, 3.219, 4.527], [4.985, 1.581, 4.628], [3.506, 0.770, 7.262], [3.671, -0.252, 5.836], [2.065, 0.097, 6.487], [3.711, -0.116, 3.609], [0.687, 2.823, 4.272], [-1.412, 3.120, 4.008], [-2.153, 4.002, 2.677], [-0.485, 4.349, 3.125], [-2.130, 0.985, 2.809], [-1.770, 0.741, 1.094], [-2.857, 2.028, 1.581], [0.283, 3.937, 0.781], [-1.426, 3.739, 0.351], [-0.251, 2.511, -0.127], [2.488, -0.107, -2.371], [1.863, 0.395, -3.925], [1.315, -0.468, -4.763], [0.758, -0.111, -6.075], [0.327, 1.342, -6.045], [1.476, 2.206, -5.562], [1.957, 1.668, -4.280], [1.298, -1.428, -4.456], [-0.083, -0.772, -6.270], [1.509, -0.285, -6.847], [-0.526, 1.459, -5.373], [0.019, 1.655, -7.042], [1.152, 3.230, -5.390], [2.292, 2.228, -6.285], [2.386, 2.281, -3.605], [-6.321, 1.644, -0.223], [-4.735, 1.284, -0.838], [-3.911, 2.311, -1.259], [-2.637, 2.014, -1.727], [-2.167, 0.707, -1.782], [-0.783, 0.375, -2.277], [-3.033, -0.306, -1.366], [-4.307, -0.032, -0.894], [-4.264, 3.334, -1.216], [-1.992, 2.826, -2.048], [-0.234, 1.273, -2.573], [-0.861, -0.267, -3.164], [-2.700, -1.339, -1.395], [-4.961, -0.829, -0.564]], "forces_ev_per_angstrom": [[0.1, 0.4, -1.4], [-0.1, 0.0, 0.0], [0.1, 0.0, 0.1], [-0.2, -0.1, -0.2], [0.0, -0.1, 0.1], [0.0, 0.2, 0.0], [0.2, -0.2, 0.0], [0.1, -0.4, -0.1], [-0.2, 0.1, 0.1], [0.1, -0.1, -0.1], [0.0, 0.0, 0.0], [0.0, 0.0, 0.0], [0.0, 0.0, 0.0], [0.0, 0.0, 0.0], [0.0, 0.0, 0.0], [0.0, 0.0, 0.0], [0.0, 0.0, -0.1], [0.0, 0.0, 0.0], [0.0, 0.0, 0.0], [0.0, 0.0, 0.0], [-0.1, 0.1, 0.1], [-0.1, 0.0, -0.1], [0.1, 0.0, 0.0], [0.0, -0.1, 0.1], [0.1, 0.0, 0.1], [0.0, 0.0, 0.0], [0.2, -0.2, 0.1], [0.1, -0.1, -0.1], [-0.2, -0.6, -1.2], [0.1, 1.0, 1.7], [0.0, 0.4, 0.3], [-0.2, 0.0, 0.0], [0.2, 0.0, -0.1], [0.0, 0.1, 0.0], [-0.1, -0.1, 0.1], [0.0, 0.1, -0.1], [0.0, 0.0, 0.0], [0.1, 0.0, 0.0], [0.0, 0.0, 0.0], [0.0, 0.0, -0.1], [0.0, 0.0, 0.0], [0.0, 0.0, 0.0], [0.0, 0.0, 0.0], [0.0, 0.1, 0.0], [0.0, 0.0, 0.0], [0.0, 0.0, 0.0], [0.0, 0.0, 0.0], [0.0, 0.0, -0.1], [0.0, 0.0, 0.0], [0.0, -0.1, 0.0], [0.0, 0.0, 0.0], [0.1, 0.0, 0.0], [0.0, 0.0, 0.0], [0.0, 0.0, 0.0], [0.1, 0.0, 0.0], [0.0, 0.1, 0.1], [-0.3, -0.2, 0.0], [-0.1, 0.2, -0.1], [0.1, -0.2, 0.0], [0.1, -0.1, 0.2], [-0.1, 0.0, -0.1], [0.0, -0.1, 0.2], [0.1, 0.1, 0.0], [0.0, 0.0, -0.1], [0.0, 0.0, 0.0], [0.0, 0.0, 0.0], [0.0, 0.0, 0.0], [0.0, 0.0, 0.0], [0.0, 0.0, 0.0], [0.0, 0.0, 0.0], [0.0, 0.0, 0.0], [0.1, 0.0, 0.0], [-0.1, 0.0, 0.0], [0.1, 0.0, 0.0], [0.0, 0.2, 0.0], [0.1, -0.1, -0.1], [-0.1, -0.3, 0.4], [0.0, -0.1, 0.0], [0.1, -0.1, 0.0], [0.0, 0.0, 0.0], [0.0, 0.0, 0.0], [-0.1, 0.1, 0.0], [0.0, 0.1, 0.0], [-0.1, 0.0, 0.0], [0.0, 0.0, 0.0]], "gap_ev": [7.19, 7.93], "largest_force_ha_per_bohr": 0.0388, "relative_energy_kcal_mol": 0.0, "charge": 1, "spin_multiplicity": 2, "e_lumo_ev": [-2.58, -2.49]}